Below is a gas-phase ion, C27H35N2O7 (charge +1), with properties calculated with ωB97M-V/def2-TZVPD.

Each atom is followed by the atoms it is bonded to, with distances in Å.
Geometry (Å):
1 O -6.22 -0.63 0.01  C12 1.300, C27 1.445
2 O -5.57 1.21 -1.11  C12 1.210
3 O 6.17 -1.39 0.60  C19 1.362, C26 1.408
4 O 2.89 4.05 0.77  C33 1.323, H68 0.972
5 O -1.43 2.18 1.01  C28 1.237
6 O 1.65 3.70 -1.05  C33 1.201
7 O 4.98 -1.95 -1.98  C17 1.414, C25 1.353
8 N 0.47 1.51 -0.01  C20 1.449, C22 1.456, C28 1.318
9 N -3.12 1.11 -0.40  C32 1.475, C36 1.480, H49 1.044, H61 1.086
10 C 2.27 1.44 1.65  C22 1.526, C35 1.502, H39 1.090, H41 1.094
11 C -3.76 -0.42 1.50  C13 1.535, C32 1.536, H43 1.091, H53 1.090
12 C -5.35 0.24 -0.42  O1 1.300, O2 1.210, C32 1.543
13 C -3.31 -1.88 1.70  C11 1.535, C34 1.504, H66 1.090, H70 1.091
14 C -0.65 -2.98 -0.78  C18 1.386, C30 1.384, H37 1.079
15 C 2.51 0.25 -0.55  C20 1.509, C24 1.388, C35 1.383
16 C -1.68 1.64 -2.31  C36 1.524, H47 1.084, H54 1.088, H58 1.088
17 C 6.27 -2.51 -1.84  O7 1.414, H45 1.091, H65 1.091, H69 1.089
18 C -1.88 -2.78 -0.17  C14 1.386, C34 1.390, H60 1.082
19 C 4.98 -0.84 0.25  O3 1.362, C23 1.387, C25 1.414
20 C 1.19 0.80 -1.04  N8 1.449, C15 1.509, H50 1.091, H64 1.098
21 C -8.38 -1.66 0.10  C27 1.514, H38 1.085, H48 1.086, H57 1.086
22 C 1.28 2.32 0.89  N8 1.456, C10 1.526, C33 1.530, H51 1.097
23 C 4.25 0.01 1.07  C19 1.387, C35 1.391, H42 1.078
24 C 3.23 -0.59 -1.39  C15 1.388, C25 1.389, H44 1.079
25 C 4.45 -1.15 -1.03  O7 1.353, C19 1.414, C24 1.389
26 C 6.73 -1.07 1.85  O3 1.408, H40 1.089, H56 1.094, H59 1.094
27 C -7.60 -0.44 -0.36  O1 1.445, C21 1.514, H46 1.094, H63 1.094
28 C -0.85 1.59 0.09  O5 1.237, N8 1.318, C36 1.552
29 C 0.42 -1.87 1.06  C30 1.386, C31 1.383, H55 1.079
30 C 0.50 -2.53 -0.16  C14 1.384, C29 1.386, H71 1.079
31 C -0.81 -1.66 1.65  C29 1.383, C34 1.391, H62 1.080
32 C -3.91 -0.07 0.01  N9 1.475, C11 1.536, C12 1.543, H52 1.097
33 C 1.96 3.42 0.08  O4 1.323, O6 1.201, C22 1.530
34 C -1.97 -2.12 1.05  C13 1.504, C18 1.390, C31 1.391
35 C 3.03 0.56 0.70  C10 1.502, C15 1.383, C23 1.391
36 C -1.77 0.93 -0.97  N9 1.480, C16 1.524, C28 1.552, H67 1.093
37 H -0.60 -3.50 -1.72  C14 1.079
38 H -9.43 -1.53 -0.16  C21 1.085
39 H 2.96 2.08 2.21  C10 1.090
40 H 7.68 -1.61 1.89  C26 1.089
41 H 1.72 0.83 2.37  C10 1.094
42 H 4.64 0.26 2.05  C23 1.078
43 H -3.03 0.24 1.95  C11 1.091
44 H 2.85 -0.83 -2.37  C24 1.079
45 H 7.04 -1.74 -1.72  C17 1.091
46 H -7.66 -0.30 -1.44  C27 1.094
47 H -0.72 1.49 -2.78  C16 1.084
48 H -8.01 -2.55 -0.39  C21 1.086
49 H -3.76 1.65 -1.02  N9 1.044
50 H 0.59 -0.03 -1.41  C20 1.091
51 H 0.61 2.81 1.59  C22 1.097
52 H -3.58 -0.93 -0.59  C32 1.097
53 H -4.71 -0.27 2.01  C11 1.090
54 H -1.83 2.71 -2.18  C16 1.088
55 H 1.33 -1.54 1.54  C29 1.079
56 H 6.09 -1.40 2.68  C26 1.094
57 H -8.30 -1.78 1.17  C21 1.086
58 H -2.45 1.25 -2.98  C16 1.088
59 H 6.92 0.00 1.94  C26 1.094
60 H -2.77 -3.17 -0.64  C18 1.082
61 H -2.87 1.73 0.45  N9 1.086
62 H -0.87 -1.16 2.61  C31 1.080
63 H -7.96 0.47 0.13  C27 1.094
64 H 1.40 1.49 -1.87  C20 1.098
65 H 6.33 -3.21 -1.01  C17 1.091
66 H -3.24 -2.07 2.77  C13 1.090
67 H -1.54 -0.14 -1.06  C36 1.093
68 H 3.29 4.77 0.26  O4 0.972
69 H 6.44 -3.05 -2.77  C17 1.089
70 H -4.06 -2.55 1.28  C13 1.091
71 H 1.47 -2.69 -0.62  C30 1.079

The value obtained for the HOMO-LUMO gap is 0.3093 Ha. The electronic energy comes out at -1685.88832 a.u. Its SMILES is CCOC(=O)[C@H](CCc1ccccc1)[NH2+][C@@H](C)C(=O)N1Cc2cc(OC)c(OC)cc2C[C@H]1C(=O)O. Its total charge is +1. The value obtained for the HOMO energy is -10.3 eV.

And the natural (NBO) charges, in e, turn out to be:
1 O -0.484
2 O -0.607
3 O -0.499
4 O -0.671
5 O -0.658
6 O -0.590
7 O -0.492
8 N -0.386
9 N -0.569
10 C -0.414
11 C -0.410
12 C 0.809
13 C -0.421
14 C -0.212
15 C -0.062
16 C -0.626
17 C -0.242
18 C -0.238
19 C 0.254
20 C -0.252
21 C -0.627
22 C -0.150
23 C -0.271
24 C -0.198
25 C 0.272
26 C -0.253
27 C -0.075
28 C 0.702
29 C -0.148
30 C -0.231
31 C -0.244
32 C -0.144
33 C 0.789
34 C -0.030
35 C -0.051
36 C -0.133
37 H 0.226
38 H 0.235
39 H 0.247
40 H 0.211
41 H 0.221
42 H 0.224
43 H 0.227
44 H 0.219
45 H 0.186
46 H 0.202
47 H 0.246
48 H 0.219
49 H 0.467
50 H 0.223
51 H 0.278
52 H 0.249
53 H 0.239
54 H 0.234
55 H 0.216
56 H 0.179
57 H 0.220
58 H 0.231
59 H 0.181
60 H 0.215
61 H 0.476
62 H 0.217
63 H 0.199
64 H 0.238
65 H 0.187
66 H 0.236
67 H 0.256
68 H 0.514
69 H 0.196
70 H 0.220
71 H 0.232